This record from the OMol25 dataset describes a cluster of 7 separate species, C18H36N9OP in total at a distorted geometry. The level of theory is ωB97M-V/def2-TZVPD.

Calculated values
HOMO (alpha / beta) in eV: 0.3 / -6.8
2S+1: 2
Total charge: -1
E in eV: -43994.8733
Kohn-Sham gap (alpha / beta) in eV: 2.1 / 9.0

```
65
C18H36N9OP ωB97M-V/def2-TZVPD
H 3.083 0.575 4.762
H 2.535 1.420 -5.428
N 2.514 -2.748 3.864
H 2.243 -4.301 5.454
H 1.181 0.303 -5.020
C -0.954 1.626 -0.533
H -3.048 2.969 -5.112
C -1.383 0.259 -0.722
H -3.740 6.413 1.138
C 0.849 2.328 -4.585
H -1.897 2.170 -0.479
C 2.937 -3.595 4.999
C 1.409 -0.180 1.927
H -2.183 2.364 -3.618
H 5.299 -3.636 2.090
N -2.289 4.712 -1.156
C -2.131 -4.544 -3.437
H -3.710 7.443 -0.359
H 4.714 -3.777 0.476
H -2.309 -3.453 -1.639
N -7.495 1.766 -0.558
H 0.504 -3.316 3.637
H -4.906 6.135 -0.144
H -5.224 -0.311 -0.406
O 4.721 -1.273 4.025
C 1.430 -3.338 3.064
H 1.534 -0.044 4.764
C -5.143 0.659 -0.898
H 4.050 -0.294 0.515
H -0.362 1.874 -1.414
C -3.883 6.452 0.059
H -0.347 1.730 0.367
H 3.700 -4.275 1.826
N 2.466 -0.218 2.943
H -4.330 1.047 -0.285
H -1.689 -2.603 -3.021
N 0.400 3.167 -3.952
C 4.400 -3.512 1.486
H 0.500 -0.688 2.249
C 1.458 1.260 -5.462
P 3.510 -1.528 3.214
N -5.148 3.258 -3.017
H 4.727 -1.683 -0.269
C -4.057 3.246 -3.485
N -2.529 -5.344 -4.206
H -4.873 0.388 -1.918
C -2.733 3.179 -4.090
H 5.450 -0.679 1.116
H 3.113 -3.052 5.928
H 1.730 -4.378 2.941
H -2.244 4.151 -4.026
H 3.834 -4.110 4.655
C -6.502 1.258 -0.761
C -1.660 -3.564 -2.507
C -2.986 5.478 -0.622
H 1.165 0.856 1.692
H 1.737 -0.729 1.044
H 1.158 1.446 -6.493
C 2.200 0.535 4.124
N 3.916 -2.139 1.619
N -1.734 -0.830 -0.901
H 1.734 1.506 3.961
H -0.625 -3.713 -2.199
H 1.320 -2.898 2.073
C 4.595 -1.218 0.709
```